1.
12
Properties=species:S:1:pos:R:3:forces:R:3 method="wB97M-V/def2-TZVPD" e_lumo_ev=0.7 e_above_lowest_kcal_mol=27.1 smiles="[H]/N=C(/NS)C(=C)F" gap_ev=9.88 total_energy_ha=-724.823449
N -0.2873 -1.5998 0.3677 0.2 -0.1 -0.7
H -0.2297 2.8408 -0.1688 0.8 -0.8 -0.3
C -0.2902 0.7513 -0.2912 1.3 0.2 -0.3
S -0.9724 -1.3936 1.9208 3.0 -0.5 0.7
H 0.2318 -2.4668 0.2338 -0.5 0.1 0.3
H -2.1553 -1.0443 1.6572 -2.4 0.5 -1.0
H 1.4630 1.9214 -0.2154 -0.6 0.0 -0.3
C 0.3689 1.9067 -0.2980 -0.6 0.4 0.7
H 1.7442 -0.1056 -1.5725 -0.3 -0.6 0.1
C 0.3591 -0.6048 -0.3884 -0.6 0.0 1.0
F -1.6233 0.7207 -0.1890 -0.2 0.0 -0.2
N 1.3911 -0.9260 -1.0563 0.0 0.9 -0.1

---

2.
93
Properties=species:S:1:pos:R:3:forces:R:3 method="wB97M-V/def2-TZVPD" e_lumo_ev="-0.1 / -0.1" e_above_lowest_kcal_mol=0.0 gap_ev="4.92 / 4.92" total_energy_ha=-4821.285883
C 2.8550 -2.1584 1.0407 1.7 -0.8 0.2
C 1.1021 1.8507 4.7138 0.1 0.0 0.0
H -1.9992 3.8068 -1.4618 -0.5 0.1 -0.2
H -3.2553 5.6153 -2.8115 0.1 0.1 0.0
C 2.5732 1.1526 2.8036 0.2 0.2 -0.1
H 0.0753 5.5115 2.8408 -0.1 0.0 -0.3
H -2.9589 2.9024 1.2906 0.0 0.2 0.6
C -3.7446 -7.7196 -4.0301 0.5 0.4 0.8
C -1.7979 -3.0735 -1.0454 0.4 0.0 0.8
H 0.8912 2.6759 -2.4778 -0.5 0.2 -0.2
C 0.2516 1.8024 -2.2824 0.5 0.5 -0.1
H 3.5555 1.1441 -3.4987 0.1 0.0 0.2
C 2.5143 -1.8391 -2.3388 0.2 -0.5 -0.1
H -4.6288 3.8744 3.0347 -0.1 0.1 -0.1
C 1.4862 -0.8105 -2.7630 0.1 0.9 -0.6
C -2.6614 4.5663 -1.0096 0.3 -0.3 0.0
C 4.9265 -1.7764 2.2342 0.4 0.4 0.1
H 2.5548 0.3430 6.1557 0.3 0.0 -0.4
N -4.0268 -8.8586 -3.3821 -0.1 0.0 0.2
H 1.4328 -0.0594 4.0270 0.1 0.3 -0.3
H 1.6934 -0.3673 -3.7441 0.0 -0.5 -0.2
C -4.1932 4.4614 2.2205 0.0 -0.1 0.2
H 1.3933 5.8214 1.7085 0.0 0.0 0.1
H 0.3174 2.0563 3.9864 0.1 0.0 0.0
C 2.4210 -0.8796 1.3369 -2.0 0.4 0.7
H -2.1798 3.7526 2.6890 -0.3 -0.1 -0.3
C -2.8432 3.8658 1.8126 -0.1 -0.4 -0.4
H -4.0365 -7.6648 -5.0879 0.1 -0.1 0.5
H -0.1399 3.6171 1.2938 0.4 0.3 -0.4
H -3.6707 4.1485 -0.8326 0.5 0.0 -0.2
H -3.9567 -9.9016 -1.5740 0.1 0.6 -0.3
H 0.2537 4.6666 -0.1550 -0.1 -0.2 0.5
H 0.6762 1.4855 5.6485 0.0 0.2 -0.1
C -3.0634 -7.9150 -1.3774 -0.1 0.1 -0.6
H 0.4685 -1.2378 -2.7639 0.4 0.2 -0.1
H -3.3600 6.6165 -1.3466 0.3 -0.3 -0.1
H -1.2132 2.2057 -3.7756 -0.1 0.0 -0.1
H -2.8666 -5.7476 -3.9945 0.0 -0.1 0.0
H 1.7423 1.5466 2.2035 0.1 -0.3 0.1
C -2.1310 -4.2747 -1.8069 -0.3 -1.9 0.0
H 5.8980 -2.1266 2.5990 -0.3 0.2 -0.3
Pd 0.6171 -0.5442 0.1924 -1.0 0.0 1.8
C -3.7048 -8.9533 -2.0811 0.4 0.8 -0.2
C -1.0761 -1.9557 1.0004 0.5 1.6 0.4
H -4.0721 5.4963 2.5672 0.0 -0.2 -0.1
C -2.3432 -1.8537 -1.5140 -0.6 0.4 0.3
P -2.0073 4.9863 0.6502 -0.7 2.0 0.4
C 4.1350 -2.5950 1.4290 -0.7 -0.1 -0.2
H -0.4377 2.0549 -1.4609 0.3 0.0 -0.3
H 3.4323 1.0728 -0.4031 -0.1 0.1 -0.4
H -2.5825 -4.1436 -2.8124 0.3 0.3 0.8
H 2.1898 -2.8326 -2.6510 0.1 -0.1 -0.1
P 1.4026 0.5694 -1.5701 -1.4 -0.6 1.2
H 3.3080 1.9496 2.9795 -0.2 -0.1 0.2
C -2.7645 5.8468 -1.8607 -0.1 -0.3 -0.2
H -1.1258 0.4939 -3.3719 0.1 0.1 0.1
C 3.0450 0.4340 5.1727 0.0 0.1 0.5
H 5.0821 0.1457 3.2358 -0.1 -0.4 -0.2
C -2.7374 -6.7062 -2.0510 -0.3 -0.5 -0.4
N 1.9925 0.7963 4.1789 -0.1 -0.5 -0.2
H -2.8469 -8.0519 -0.3156 0.0 0.1 -0.3
H 4.5065 -3.5650 1.0899 -0.1 0.2 0.3
C -3.0958 -6.6317 -3.4137 -0.3 -0.9 0.1
C -2.3307 -0.6940 -0.7572 0.2 -0.6 0.3
H -1.6943 -5.8100 -0.3679 -0.3 0.3 -0.3
H -1.7771 6.2686 -2.0943 -0.2 -0.1 0.2
H 4.7745 1.9350 -2.4958 0.0 -0.2 -0.1
H -0.7123 -4.0164 0.5686 -0.1 0.0 0.0
H 3.7878 1.2462 5.1951 -0.3 -0.4 0.0
H -0.7373 -2.0033 2.0408 -0.4 -0.2 -0.5
H 2.7906 2.4608 -1.2988 0.1 -0.3 0.0
H -2.9456 -1.8908 -2.4270 0.4 0.2 0.1
C 4.0242 1.1354 -2.5068 0.5 0.4 0.0
C -0.5261 1.3957 -3.5246 -0.2 0.2 -0.2
H 0.1189 1.2413 -4.3942 0.0 0.0 0.1
H 1.7181 2.7341 4.8877 -0.2 0.0 0.0
H -0.1451 6.7072 1.5570 0.2 -0.5 0.0
C -1.6609 -0.7174 0.5164 0.6 -1.1 -1.0
C 0.3059 5.7265 1.7875 0.3 0.0 -0.1
C 3.0234 1.3852 -1.3781 0.1 0.1 -0.3
H -2.8319 0.1808 -1.1780 0.2 -0.1 0.5
C -0.2274 4.6225 0.8410 -0.1 -0.1 0.0
H 4.5575 0.1851 -2.3839 -0.2 0.2 0.0
Br -2.0989 0.4705 1.9437 0.1 0.3 -0.2
C -1.1534 -3.0959 0.2047 -0.2 -0.4 -1.4
H 2.1885 -2.8173 0.4722 0.5 0.1 0.2
C 4.4655 -0.5118 2.6028 -0.4 0.2 0.2
H 2.6420 -1.8770 -1.2557 -0.1 0.1 -0.2
C -2.1112 -5.5653 -1.3551 0.1 0.8 0.1
H 3.5202 -0.5171 4.9075 -0.2 0.4 -0.1
H 3.4976 -1.6522 -2.7713 -0.1 0.0 -0.1
C 3.1723 -0.0782 2.2057 1.2 -0.9 -0.4
H -4.9065 4.4598 1.3874 0.2 0.0 0.1

---

3.
73
Properties=species:S:1:pos:R:3:forces:R:3 method="wB97M-V/def2-TZVPD" e_lumo_ev=4.3 charge=-2 e_above_lowest_kcal_mol=0.0 gap_ev=6.98 total_energy_ha=-5518.611667
H 6.7101 7.6881 15.2995 -0.2 -0.7 0.1
C 9.5011 12.7176 9.5394 1.8 0.5 -0.3
C 9.5132 9.3529 7.9905 -0.4 0.9 -0.9
C 8.1548 12.2274 9.5670 -1.4 -0.3 -0.1
N 7.7088 11.4383 10.4718 1.2 0.4 -0.5
H 8.9402 10.6661 6.3980 0.1 0.4 0.0
Cd 8.8479 10.7470 12.5634 -0.2 -0.1 -0.1
O 7.1738 8.8143 12.6589 1.1 0.8 -0.7
C 10.9597 9.6422 7.8717 0.5 -0.7 -0.5
C 12.4561 7.9000 10.9764 -1.4 -1.0 0.0
H 5.4792 12.9484 14.0721 0.3 0.2 0.2
H 9.4713 12.7976 7.4551 0.5 0.4 0.0
H 12.2937 4.7055 9.7562 -0.2 0.0 -0.3
C 10.2306 12.9533 10.7671 0.1 0.1 -0.4
C 7.6441 8.2364 8.9590 -0.6 -0.7 1.0
H 7.1884 9.3065 15.2890 0.5 0.8 -0.1
C 8.5997 10.0117 7.1842 -0.9 -0.5 -0.3
O 12.0690 10.0585 11.9351 -0.2 -0.4 -0.1
O 10.2334 6.4710 13.2235 0.0 0.4 0.6
H 9.6873 7.9072 9.5045 -0.3 0.0 0.0
H 11.3621 10.1272 8.7377 0.1 0.5 0.6
C 11.3162 13.7047 8.1573 -0.5 -0.7 1.2
C 8.9935 8.4528 8.8746 0.7 -0.8 0.9
S 9.6913 7.2049 12.0911 0.0 -0.9 -0.4
H 7.4107 12.6375 8.8136 0.7 -0.4 0.5
H 14.5946 5.2320 9.0265 0.1 0.0 0.1
H 6.0784 13.2299 11.4991 0.0 0.1 0.0
O 9.8522 12.6656 11.9354 -0.4 -0.4 0.5
Br 4.9451 8.6098 8.2249 0.1 0.2 -0.2
H 6.3458 13.5551 18.4581 -0.4 0.4 0.9
H 9.8666 11.5202 17.1249 -0.1 0.0 -0.1
O 5.2583 7.4412 13.1228 -0.1 1.0 -0.1
H 15.5680 7.4868 9.7190 0.1 -0.2 -0.1
C 6.3158 11.3140 10.6914 -1.3 -2.7 0.3
C 7.1217 12.4284 15.3507 -0.1 0.5 0.5
C 11.5934 8.9595 11.6836 0.7 -0.2 -0.3
N 7.2646 9.8010 7.2134 0.4 0.0 0.0
C 13.7829 8.1205 10.6561 0.0 0.5 0.3
H 12.9668 14.3672 9.2791 0.3 0.2 0.3
N 6.8629 12.0151 12.9548 0.7 -0.1 0.5
O 5.0444 9.9300 13.2531 0.3 -1.0 -0.2
H 11.1555 10.2596 7.0011 0.1 0.2 -0.1
C 11.4772 13.6297 10.6040 0.7 0.3 -0.2
H 5.4071 13.4695 16.1486 0.9 -0.2 0.4
H 11.5338 8.7169 7.7504 -0.1 0.0 0.0
C 6.4106 13.0571 16.4097 0.2 -0.4 -0.2
H 12.0809 13.8880 11.4836 -0.5 -0.4 -0.2
C 8.8878 11.9440 16.9230 0.0 -0.2 0.2
C 6.4966 12.5058 14.0643 -1.2 -0.4 -0.5
C 6.8356 8.9325 8.1020 -0.3 0.6 -0.5
H 4.9237 12.0828 12.1820 0.0 -0.2 -0.1
C 8.3780 11.7926 15.5870 0.6 -0.1 0.6
C 5.9569 12.1982 11.8533 -0.3 0.9 -0.3
O 10.6199 6.3382 10.8312 -0.3 -0.3 -0.6
H 5.5043 8.9861 15.6998 0.3 -0.4 -0.3
S 5.9014 8.7405 13.3708 -1.4 -0.9 0.7
C 14.0153 5.9691 9.5690 -0.4 0.9 0.4
C 12.7020 5.6955 9.9035 -0.5 0.2 0.5
O 9.0807 11.0970 14.7660 -0.4 0.2 -0.2
H 6.0616 10.2379 10.9420 0.6 1.1 0.1
C 6.3552 8.6746 15.0726 -0.4 0.3 0.7
H 8.5426 12.6063 18.9620 0.3 -0.2 -0.3
H 14.2055 9.0551 11.0082 0.1 0.0 -0.2
H 5.6579 11.4462 9.8344 0.1 0.8 -0.5
C 11.9877 13.9243 9.3725 0.6 0.6 -0.6
C 6.9230 13.0904 17.7054 -0.7 0.0 -1.7
N 10.2670 8.6660 11.8921 0.3 0.9 0.3
C 10.1135 13.0850 8.3054 -2.4 -0.8 0.0
H 11.7012 13.9319 7.1938 0.4 0.2 -0.5
C 14.5465 7.2120 9.9509 0.3 -0.3 -0.2
C 11.8867 6.6485 10.5776 1.0 0.7 0.2
H 7.1891 7.5866 9.7133 0.4 0.1 -0.3
C 8.1727 12.5287 17.9385 0.1 0.2 0.2

---

4.
19
Properties=species:S:1:pos:R:3:forces:R:3 method="wB97M-V/def2-TZVPD" e_lumo_ev=1.1 e_above_lowest_kcal_mol=23.5 smiles=NC[C@H]1CCCN1 gap_ev=9.56 total_energy_ha=-307.191937
N -1.3089 0.7358 0.1970 0.6 -1.8 -0.3
H 1.1394 -1.6422 2.4943 -0.7 0.4 -0.1
C -0.0899 -0.1229 0.5246 -0.9 1.3 -0.1
H -1.7481 1.0942 -1.7938 0.3 0.0 -0.4
H -1.3446 -1.6671 1.4060 0.1 0.1 0.3
C -1.0617 1.4859 -1.0450 -0.2 0.2 0.5
H 0.7604 1.3327 -2.3958 -0.4 0.2 -0.1
H -1.3211 2.5328 -0.8743 0.0 0.0 -0.2
H 0.7465 -0.7938 -1.4625 -0.3 -0.3 0.3
C 0.4437 1.3350 -1.3536 -0.6 -0.2 0.2
C 0.8107 -0.0147 -0.7046 0.8 1.6 0.2
H -0.3947 -2.1210 0.0276 -0.2 -0.3 0.0
H -1.4858 1.2789 1.0191 -0.2 0.6 -0.1
C -0.3515 -1.5651 0.9635 -0.4 0.6 -0.6
H 0.9296 2.1847 -0.8698 0.3 -0.2 0.1
H 1.8548 0.1095 -0.4157 0.1 -0.6 0.1
H 0.2938 0.4870 1.3489 0.9 -0.7 0.2
H 1.4431 -2.4727 1.1729 0.2 -0.2 -0.2
N 0.6844 -2.1772 1.7611 0.6 -0.5 0.3

---

5.
8
Properties=species:S:1:pos:R:3:forces:R:3 method="wB97M-V/def2-TZVPD" e_lumo_ev=-5.0 charge=+1 e_above_lowest_kcal_mol=1.1 gap_ev=9.05 total_energy_ha=-744.522165
H -1.8064 0.2576 -0.0280 0.1 -0.2 0.0
N -1.1507 -0.5082 0.0951 -0.3 -0.2 0.0
H -0.2315 1.5956 -0.0656 3.1 -1.3 -0.6
H -1.5490 -1.4301 0.2015 0.1 0.1 0.0
C 0.1545 -0.3254 0.0212 0.6 -0.2 -0.1
I 2.5474 1.5001 -0.3019 0.0 0.2 0.0
I 1.4048 -1.9782 0.2522 -0.3 0.3 -0.1
N 0.6309 0.8886 -0.1745 -3.4 1.3 0.7

---

6.
15
Properties=species:S:1:pos:R:3:forces:R:3 method="wB97M-V/def2-TZVPD" e_lumo_ev=-4.2 charge=+1 e_above_lowest_kcal_mol=99.0 gap_ev=8.61 total_energy_ha=-304.092653
C -1.4680 -0.3583 0.3292 0.6 0.1 1.4
O 0.5913 -0.6064 -0.4066 2.5 0.0 -0.2
C 2.4781 0.4738 0.4203 -1.0 -2.8 1.6
H 3.6114 -1.2793 0.6060 -0.8 0.9 0.2
H -0.9673 -0.7879 1.2499 -1.0 0.4 -1.2
N -0.6036 -0.1821 -0.5978 0.2 -1.8 3.8
H -3.4913 -0.8177 0.2582 -0.7 0.0 -0.6
H -2.9013 0.8620 -0.5059 -0.8 -1.1 -0.6
H 3.8817 -0.4034 -0.7520 0.4 0.6 -1.3
H -3.1326 0.6893 1.1031 0.1 -0.5 0.5
H 2.2752 1.2980 -0.1980 0.2 0.9 -0.7
C -2.8695 0.0588 0.2491 0.7 1.8 0.3
N 3.3575 -0.4256 0.0824 -0.5 0.0 1.6
H 1.8547 0.3578 1.3745 1.5 0.2 -1.5
H -0.7624 0.0924 -1.4922 -1.3 1.4 -3.3